Version 1
This record from OMol25 describes a gas-phase ion, C3H10N3O2 (charge +1). The level of theory is the ωB97M-V functional and the def2-TZVPD basis.

The geometry in ORCA input format:
```
! wB97M-V def2-TZVPD RIJCOSX def2/J DEFGRID3
* xyz 1 1
C 0.490 0.309 1.462
C 0.795 -1.107 -0.601
C -1.490 -0.912 0.393
N -0.376 1.035 -0.602
N 0.611 1.920 -1.133
N -0.072 -0.128 0.156
O 1.674 1.796 -0.602
O 0.232 2.594 -2.015
H -0.232 0.925 1.980
H 0.440 -0.570 2.179
H 1.511 0.743 1.483
H 0.587 -1.125 -1.673
H 1.899 -1.085 -0.613
H 0.623 -2.120 -0.399
H -1.969 -1.105 -0.580
H -1.298 -1.880 0.718
H -2.065 -0.237 0.924
H -1.358 0.948 -1.076
*
```

Calculated values
LUMO energy = -3.57 eV
molar mass = 120.13 g/mol
structure (SMILES) = C[N+](C)(C)N[N+](=O)[O-]
HOMO level = -15.85 eV

Mulliken atomic charge list, values in e, 5 entries: -0.76 -0.82 -0.89 -0.59 1.13



Version 2
This record from OMol25 describes 2 unconnected molecules or ions with the total composition C3H10N3O2. The level of theory is the ωB97M-V functional and the def2-TZVPD basis.

The geometry in ORCA input format:
```
! wB97M-V def2-TZVPD RIJCOSX def2/J DEFGRID3
* xyz 1 1
C 1.554 0.103 0.044
C -2.436 -1.410 0.279
C -0.417 1.467 -0.916
N 2.491 -0.738 -0.348
N 1.357 0.432 1.271
N 0.742 0.634 -0.939
O -1.036 1.576 -1.914
O -0.686 1.916 0.297
H -3.372 -0.792 0.256
H -2.545 -2.510 0.223
H -1.892 -1.211 1.259
H 3.374 -1.101 0.194
H 2.600 -1.055 -1.273
H 1.861 0.002 2.140
H 0.560 0.965 1.634
H 1.058 0.458 -1.888
H -1.630 -1.118 -0.457
H -1.582 2.381 0.138
*
```

Calculated values
LUMO energy = -3.33 eV
molar mass = 120.13 g/mol
HOMO level = -15.49 eV

Mulliken atomic charge list, values in e, 5 entries: 0.73 -0.83 0.54 -0.41 -0.33



version 2 comes first in stability; the runner-up is 7.194 eV higher.



Version 1
This record from OMol25 describes 2 unconnected molecules or ions with the total composition C6H16NS. The level of theory is the ωB97M-V functional and the def2-TZVPD basis.

The geometry in ORCA input format:
```
! wB97M-V def2-TZVPD RIJCOSX def2/J DEFGRID3
* xyz 1 1
C -0.784 3.547 0.196
C -2.136 -0.123 -0.093
C 2.236 -1.831 -1.096
C 1.591 -2.667 1.159
C -1.844 2.454 -0.171
C -1.214 1.110 -0.151
N 1.230 -1.900 -0.067
S 0.386 0.936 0.030
H -1.260 4.365 0.546
H -0.128 3.669 -0.750
H -0.087 3.130 0.874
H -2.142 -0.516 -1.066
H -3.030 0.246 0.235
H -1.642 -0.673 0.671
H 1.765 -1.118 -1.757
H 3.172 -1.448 -0.704
H 2.160 -2.777 -1.527
H 1.819 -3.797 1.139
H 2.561 -2.270 1.576
H 0.895 -2.452 1.999
H -2.113 2.769 -1.223
H -2.791 2.511 0.481
H 0.937 -0.883 0.178
H 0.420 -2.282 -0.481
*
```

Calculated values
LUMO energy = -3.89 eV
molar mass = 134.27 g/mol
HOMO level = -12.86 eV

Mulliken atomic charge list, values in e, 5 entries: -1.30 -1.35 -0.97 -0.80 -0.24



Version 2
This record from OMol25 describes 2 unconnected molecules or ions with the total composition C6H16NS. The level of theory is the ωB97M-V functional and the def2-TZVPD basis.

The geometry in ORCA input format:
```
! wB97M-V def2-TZVPD RIJCOSX def2/J DEFGRID3
* xyz 1 1
C 0.124 1.145 -0.301
C -2.042 2.478 -1.234
C 1.503 -2.035 -1.725
C 1.460 -2.286 0.689
C -0.928 1.182 2.604
C -1.202 1.837 -0.242
N 0.767 -1.896 -0.522
S -2.014 1.951 1.275
H 0.788 1.317 -1.113
H 0.602 1.244 0.608
H -0.024 0.003 -0.351
H -2.959 2.926 -0.947
H -2.362 1.712 -2.069
H -1.612 3.257 -1.931
H 2.294 -1.269 -1.764
H 2.136 -2.943 -1.490
H 0.828 -2.173 -2.627
H 2.320 -1.535 0.977
H 0.825 -2.305 1.526
H 1.808 -3.273 0.524
H -0.585 0.237 2.245
H -1.468 0.924 3.492
H -0.067 1.750 2.839
H -0.191 -2.247 -0.465
*
```

Calculated values
LUMO energy (alpha / beta) = -5.26 / -5.26 eV
molar mass = 134.27 g/mol
HOMO level (alpha / beta) = -11.84 / -11.84 eV

Mulliken atomic charge list, values in e, 5 entries: -1.00 -1.28 -0.85 -1.12 -0.78



version 1 comes first in stability; the runner-up is 0.734 eV higher.



Version 1
This record from OMol25 describes 2 unconnected molecules or ions with the total composition C2H2FN3O. The level of theory is the ωB97M-V functional and the def2-TZVPD basis.

The geometry in ORCA input format:
```
! wB97M-V def2-TZVPD RIJCOSX def2/J DEFGRID3
* xyz 0 1
C 0.333 -0.139 1.706
C -0.005 -0.680 -1.777
N -0.388 0.756 1.374
N 1.170 -0.827 -1.885
N -1.258 1.587 1.524
O -1.141 -0.474 -1.846
F 1.478 -0.557 1.213
H 1.918 -1.110 -1.294
H -2.108 1.444 0.985
*
```

Calculated values
LUMO energy (alpha / beta) = -0.45 / -0.46 eV
molar mass = 103.06 g/mol
HOMO level (alpha / beta) = -9.54 / -9.54 eV

Mulliken atomic charge list, values in e, 5 entries: 0.08 0.53 0.56 -0.42 -0.75



Version 2
This record from OMol25 describes C2H2FN3O in the gas phase. The level of theory is the ωB97M-V functional and the def2-TZVPD basis.

The geometry in ORCA input format:
```
! wB97M-V def2-TZVPD RIJCOSX def2/J DEFGRID3
* xyz 0 1
C -0.402 0.430 -0.668
C 0.957 0.419 -0.908
H -1.215 -0.983 1.979
H -1.287 0.827 -1.155
N -0.442 -0.243 0.500
N 1.621 -0.232 0.051
N 0.737 -0.635 0.936
O -1.564 -0.525 1.208
F 1.595 0.942 -1.944
*
```

Calculated values
LUMO energy = 0.75 eV
molar mass = 103.06 g/mol
structure (SMILES) = On1cc(F)nn1
HOMO level = -9.98 eV

Mulliken atomic charge list, values in e, 5 entries: -0.12 0.09 0.42 0.42 0.74



Version 3
This record from OMol25 describes 2 unconnected molecules or ions with the total composition C2H2FN3O. The level of theory is the ωB97M-V functional and the def2-TZVPD basis.

The geometry in ORCA input format:
```
! wB97M-V def2-TZVPD RIJCOSX def2/J DEFGRID3
* xyz 0 1
C 1.249 1.737 0.961
C -0.382 -1.384 -0.901
N 0.641 0.742 0.817
N 0.211 -0.398 0.841
N -1.244 -0.637 -1.391
O 0.309 -2.319 -1.048
F -1.741 0.586 -0.939
H 1.539 2.418 0.227
H -0.582 -0.746 1.433
*
```

Calculated values
LUMO energy (alpha / beta) = -0.58 / -0.58 eV
molar mass = 103.06 g/mol
HOMO level (alpha / beta) = -9.91 / -9.91 eV

Mulliken atomic charge list, values in e, 5 entries: -0.17 0.70 0.46 -0.75 -0.28



version 2 comes first in stability; the runner-up is 1.035 eV higher.



Version 1
This record from OMol25 describes 2 unconnected molecules or ions with the total composition C3H7ClS. The level of theory is the ωB97M-V functional and the def2-TZVPD basis.

The geometry in ORCA input format:
```
! wB97M-V def2-TZVPD RIJCOSX def2/J DEFGRID3
* xyz 0 1
C 2.710 0.817 1.079
C 2.595 0.179 -0.100
C -3.183 -0.767 -0.800
S -1.363 -0.695 -0.511
Cl -1.121 0.488 1.095
H 2.508 1.859 1.021
H 3.135 0.465 1.979
H 2.950 -0.843 -0.285
H 2.128 0.768 -0.899
H -3.610 -1.773 -0.523
H -3.499 -0.006 -0.223
H -3.249 -0.493 -1.832
*
```

Calculated values
LUMO energy = 0.42 eV
molar mass = 110.61 g/mol
structure (SMILES) = CSCl.C=C
HOMO level = -8.80 eV

Mulliken atomic charge list, values in e, 5 entries: -0.49 -0.46 -0.76 0.05 -0.15



Version 2
This record from OMol25 describes C3H7ClS in the gas phase. The level of theory is the ωB97M-V functional and the def2-TZVPD basis.

The geometry in ORCA input format:
```
! wB97M-V def2-TZVPD RIJCOSX def2/J DEFGRID3
* xyz 0 1
C -1.139 0.887 -0.365
C 0.350 0.592 0.234
C 0.913 -0.865 -0.283
H -1.340 -0.877 1.322
H -1.692 1.666 0.249
H -1.097 0.919 -1.261
H 0.485 0.638 1.437
H 0.967 1.411 -0.334
H 0.631 -1.123 -1.404
H 0.916 -1.692 0.590
S -1.676 -1.067 -0.086
Cl 2.682 -0.491 -0.099
*
```

Calculated values
LUMO energy = 0.59 eV
molar mass = 110.61 g/mol
structure (SMILES) = SCCCCl
HOMO level = -8.93 eV

Mulliken atomic charge list, values in e, 5 entries: -0.79 -0.63 -0.37 0.16 0.25



version 1 comes first in stability; the runner-up is 2.012 eV higher.



Version 1
This record from OMol25 describes a gas-phase ion, C8H10IN2 (charge +1). The level of theory is the ωB97M-V functional and the def2-TZVPD basis.

The geometry in ORCA input format:
```
! wB97M-V def2-TZVPD RIJCOSX def2/J DEFGRID3
* xyz 1 1
C -1.460 -1.570 -0.010
C -1.750 -0.791 -1.076
C 2.437 -0.212 -1.089
C 0.751 -0.746 0.127
C -0.167 -1.693 0.716
C -0.670 0.138 -1.604
C 0.714 0.694 -0.045
C 0.108 1.766 0.809
N 1.848 -1.200 -0.534
N 1.798 0.983 -0.791
I -1.385 2.055 -2.219
H -2.181 -2.255 0.439
H -2.867 -0.751 -1.366
H 3.266 -0.285 -1.656
H -0.524 -1.711 1.781
H 0.117 -2.750 0.688
H 0.108 -0.299 -2.337
H -0.571 1.438 1.512
H -0.450 2.613 0.133
H 1.036 2.289 1.279
H 2.008 1.937 -1.061
*
```

Calculated values
LUMO energy = -5.37 eV
molar mass = 261.09 g/mol
HOMO level = -13.39 eV

Mulliken atomic charge list, values in e, 5 entries: -0.28 -0.45 -0.38 0.57 -0.82



Version 2
This record from OMol25 describes a gas-phase ion, C8H10IN2 (charge +1). The level of theory is the ωB97M-V functional and the def2-TZVPD basis.

The geometry in ORCA input format:
```
! wB97M-V def2-TZVPD RIJCOSX def2/J DEFGRID3
* xyz 1 1
C 1.038 3.089 -0.013
C 0.003 2.640 0.668
C 1.668 -0.224 -1.252
C 1.990 2.182 -0.525
C -0.340 1.150 1.037
C -0.807 0.211 -0.149
C -0.242 -1.198 -0.058
C -0.837 -2.319 0.671
N 1.736 1.014 -0.821
N 0.880 -1.296 -0.672
I -3.052 0.423 -0.325
H 1.264 4.053 -0.229
H -0.725 3.280 1.110
H 2.442 -0.457 -1.964
H 0.602 0.702 1.428
H -1.085 1.132 1.871
H -0.489 0.576 -1.032
H -1.280 -1.929 1.636
H -0.170 -3.152 0.945
H -1.571 -2.773 -0.031
H 1.236 -2.185 -0.729
*
```

Calculated values
LUMO energy (alpha / beta) = -4.99 / -4.98 eV
molar mass = 261.09 g/mol
HOMO level (alpha / beta) = -11.75 / -11.75 eV

Mulliken atomic charge list, values in e, 5 entries: -0.41 -0.31 -0.41 0.05 -0.85



version 1 comes first in stability; the runner-up is 1.985 eV higher.



Version 1
This record from OMol25 describes C3H5NS3 in the gas phase. The level of theory is the ωB97M-V functional and the def2-TZVPD basis.

The geometry in ORCA input format:
```
! wB97M-V def2-TZVPD RIJCOSX def2/J DEFGRID3
* xyz 0 1
C -0.296 -1.272 -1.232
C -1.457 -0.361 -0.657
C 0.815 1.062 0.221
H 0.109 -0.723 -2.106
H 0.480 -1.604 -0.586
H -0.758 -2.232 -1.520
H 1.054 1.162 -0.842
H 1.818 1.346 3.455
N 1.493 1.273 1.295
S -2.932 -0.660 -1.175
S -0.998 0.981 0.369
S 0.673 1.028 2.779
*
```

Calculated values
LUMO energy = -0.37 eV
molar mass = 151.28 g/mol
structure (SMILES) = CC(=S)S/C=N\S
HOMO level = -8.82 eV

Mulliken atomic charge list, values in e, 5 entries: -1.27 0.45 -0.01 0.33 0.40



Version 2
This record from OMol25 describes C3H5NS3 in the gas phase. The level of theory is the ωB97M-V functional and the def2-TZVPD basis.

The geometry in ORCA input format:
```
! wB97M-V def2-TZVPD RIJCOSX def2/J DEFGRID3
* xyz 0 1
C 0.451 1.592 -0.066
C -0.323 -0.925 0.109
C -1.718 -0.644 0.546
H 1.371 2.048 0.331
H -0.458 1.898 0.376
H 0.738 1.830 -1.275
H 2.122 -1.641 -1.021
H -1.970 -0.931 1.698
N 0.693 -0.071 0.253
S 2.307 -0.540 -0.284
S -0.308 -2.527 -0.177
S -2.905 -0.088 -0.490
*
```

Calculated values
LUMO energy = -0.55 eV
molar mass = 151.28 g/mol
structure (SMILES) = CN(S)C(=S)C=S
HOMO level = -8.58 eV

Mulliken atomic charge list, values in e, 5 entries: -0.74 0.52 -0.52 0.33 0.37



version 1 comes first in stability; the runner-up is 1.480 eV higher.